Record 1
Below is a cluster of 2 separate species, C5H7O5P in total, with properties calculated with ωB97M-V with the def2-TZVPD basis set.

XYZ file:
```
18
Properties=species:S:1:pos:R:3:nbo_charge:R:1
C 0.396 -3.119 3.258 0.663
C -2.088 -2.898 3.043 0.788
C 0.042 -0.841 -0.680 -0.634
C -0.033 0.538 -0.060 -0.073
C -0.597 -2.406 2.882 -0.644
O 2.913 2.525 1.398 -1.223
O -2.362 -3.871 2.291 -0.769
O 1.027 -4.042 3.667 -0.560
O -2.754 -2.329 3.899 -0.732
O 1.187 1.263 0.014 -0.847
P 1.660 1.692 1.640 1.112
H 0.876 -1.472 -0.257 0.220
H -0.962 -1.331 -0.284 0.210
H -0.005 -0.797 -1.777 0.180
H -0.425 0.379 1.004 0.157
H -0.847 1.100 -0.581 0.138
H -0.471 -1.427 2.474 0.251
H 2.360 0.417 2.060 -0.236
```

LUMO level	5.926	eV
relative energy (zero: lowest compared OMol25 entry of this formula, charge and spin)	43.3	kcal/mol
net charge	-2
E_HOMO	-0.0155	hartree
E_tot	-912.27356	Eh



Record 2
Below is the molecule C3H7ClO2, with properties calculated with ωB97M-V with the def2-TZVPD basis set.

XYZ file:
```
13
Properties=species:S:1:pos:R:3:nbo_charge:R:1
O 2.329 0.257 -0.354 -0.690
C 1.233 -0.449 0.031 -0.058
C -0.110 0.172 -0.383 0.070
O -0.074 1.391 0.196 -0.736
C -1.358 -0.588 0.190 -0.413
Cl -2.801 0.262 -0.247 -0.042
H 2.063 1.153 -0.192 0.476
H 1.270 -1.426 -0.375 0.168
H 1.213 -0.573 1.132 0.143
H -0.137 0.200 -1.469 0.162
H -0.940 1.750 0.404 0.489
H -1.473 -1.574 -0.176 0.218
H -1.216 -0.575 1.242 0.213
```

LUMO level	0.828	eV
relative energy (zero: lowest compared OMol25 entry of this formula, charge and spin)	22.2	kcal/mol
E_HOMO	-0.3765	hartree
E_tot	-729.15582	Eh
SMILES	OC[C@H](O)CCl



Record 3
Below is the molecule C5H6O, with properties calculated with ωB97M-V with the def2-TZVPD basis set.

XYZ file:
```
12
Properties=species:S:1:pos:R:3:nbo_charge:R:1
C -2.561 0.477 -0.797 -0.249
C -1.370 0.629 -0.707 -0.006
C 0.084 0.698 -0.537 -0.497
C 0.636 -0.641 -0.014 -0.505
C 1.405 -0.518 1.279 0.448
O 1.722 0.525 1.798 -0.522
H -3.617 0.342 -0.871 0.237
H 0.345 1.488 0.177 0.264
H 0.557 0.971 -1.487 0.238
H -0.177 -1.358 0.152 0.243
H 1.303 -1.123 -0.742 0.239
H 1.675 -1.488 1.749 0.111
```

LUMO level	0.941	eV
relative energy (zero: lowest compared OMol25 entry of this formula, charge and spin)	43.5	kcal/mol
E_HOMO	-0.3641	hartree
E_tot	-269.27698	Eh
SMILES	C#CCCC=O



Record 4
Below is a structure of composition C6H12O, with properties calculated with ωB97M-V with the def2-TZVPD basis set.

XYZ file:
```
19
Properties=species:S:1:pos:R:3:nbo_charge:R:1
C -2.231 -0.736 1.484 -0.251
O -1.467 0.453 1.347 -0.526
C -1.320 0.863 0.066 -0.118
C 0.594 0.146 -0.457 -0.119
C 1.223 -0.286 0.832 -0.621
C 1.048 -0.373 -1.794 -0.423
C 1.257 1.069 -1.415 -0.435
H -1.670 -1.606 1.111 0.170
H -3.172 -0.656 0.927 0.189
H -2.428 -0.866 2.552 0.191
H -0.723 0.085 -0.651 0.254
H -0.832 1.841 0.083 0.164
H 0.770 -1.207 1.218 0.214
H 1.117 0.484 1.603 0.225
H 2.293 -0.480 0.681 0.215
H 0.304 -0.595 -2.556 0.218
H 1.909 -1.038 -1.803 0.216
H 0.637 1.814 -1.913 0.219
H 2.263 1.410 -1.180 0.218
```

LUMO level	0.986	eV
relative energy (zero: lowest compared OMol25 entry of this formula, charge and spin)	121.3	kcal/mol
E_HOMO	-0.2842	hartree
E_tot	-310.86604	Eh